No. 1
{
  "formula": "H28O14",
  "method": "ωB97M-V/def2-TZVPD",
  "homo_ev": -10.1,
  "e_tot_ha": -1070.1259,
  "largest_force_ev_per_a": 2.80,
  "species": ["O", "H", "H", "O", "H", "H", "O", "H", "H", "O", "H", "H", "O", "H", "H", "O", "H", "H", "O", "H", "H", "O", "H", "H", "O", "H", "H", "O", "H", "H", "O", "H", "H", "O", "H", "H", "O", "H", "H", "O", "H", "H"],
  "coordinates": [[-0.091, 0.074, -0.599], [0.626, 0.249, 0.082], [-0.381, -0.781, -0.288], [2.049, -2.283, 2.146], [1.204, -2.430, 2.535], [2.056, -1.424, 1.722], [-2.048, -2.999, -2.342], [-2.795, -2.577, -2.744], [-1.412, -2.373, -2.019], [0.144, 3.014, -1.482], [-0.127, 2.643, -0.639], [1.075, 3.263, -1.447], [-1.097, -1.823, 2.535], [-1.961, -1.468, 2.647], [-0.607, -1.032, 2.422], [-2.780, -2.831, 0.621], [-2.113, -2.429, 1.229], [-2.398, -2.821, -0.222], [-1.378, 1.312, -3.427], [-0.951, 0.480, -3.756], [-0.831, 1.688, -2.696], [2.360, 0.338, 0.492], [2.563, 0.691, 1.368], [3.126, -0.224, 0.274], [-0.067, -2.607, -0.307], [0.302, -2.678, -1.206], [0.450, -3.294, 0.142], [0.533, 0.376, 2.839], [0.347, 1.180, 2.306], [0.648, 0.642, 3.734], [-0.267, 2.339, 1.213], [0.110, 3.199, 1.396], [-1.024, 2.329, 1.835], [-2.857, 0.868, -0.394], [-3.343, 0.316, -1.044], [-1.926, 0.885, -0.567], [2.452, 3.337, 0.023], [2.459, 2.541, 0.560], [3.225, 3.801, 0.441], [1.549, 0.464, -2.721], [1.071, 0.367, -1.897], [2.104, -0.325, -2.762]],
  "forces_ev_per_angstrom": [[1.0, 0.9, 1.4], [-1.0, 0.0, -1.3], [-0.4, -0.9, 0.0], [1.5, -0.4, -0.5], [-1.2, 0.1, 0.4], [-0.6, 0.2, 0.1], [0.3, -1.4, 0.1], [-0.3, 0.7, -0.2], [-0.2, 0.8, -0.1], [-0.4, 0.1, -0.7], [0.3, 0.1, 0.0], [-0.2, -0.3, 0.3], [0.1, -1.4, 0.1], [-1.4, 0.2, 0.5], [1.3, 1.4, -0.1], [-0.7, 0.4, 2.7], [-0.5, -0.8, -1.1], [0.9, -0.2, -2.0], [0.4, -0.9, 0.1], [-0.2, 1.4, 0.7], [-0.1, -0.4, -0.9], [0.9, -0.2, 0.4], [-0.1, -0.3, 0.2], [-0.4, 0.4, -0.2], [0.9, -0.6, -0.8], [-0.1, 0.1, 0.3], [-0.3, 0.2, 0.4], [0.1, 0.0, -1.2], [0.1, -0.3, 0.2], [0.1, 0.3, 1.1], [-0.7, 0.0, 1.2], [0.4, 0.6, -0.3], [0.0, -0.1, -0.8], [-1.8, -0.2, 0.3], [1.0, 0.7, 0.5], [0.8, -0.4, -0.7], [1.6, 0.9, 1.4], [-0.3, -0.5, -0.5], [-1.0, -0.2, -0.9], [0.8, -0.3, -0.7], [-0.6, 0.0, 0.4], [-0.1, 0.2, -0.1]]
}

No. 2
{
  "formula": "C4H5NO",
  "method": "ωB97M-V/def2-TZVPD",
  "smiles": "N#CC[C@H]1CO1",
  "homo_ev": -11.0,
  "e_tot_ha": -285.3546,
  "largest_force_ev_per_a": 1.23,
  "species": ["N", "C", "C", "C", "C", "O", "H", "H", "H", "H", "H"],
  "coordinates": [[2.853, 0.639, -0.118], [1.881, 0.014, -0.056], [0.676, -0.831, -0.049], [-0.575, -0.177, 0.527], [-1.190, 0.924, -0.208], [-1.770, -0.372, -0.215], [0.921, -1.766, 0.463], [0.445, -1.074, -1.091], [-0.766, -0.277, 1.593], [-1.722, 1.715, 0.318], [-0.752, 1.205, -1.165]],
  "forces_ev_per_angstrom": [[-1.1, -0.6, 0.1], [0.7, 0.5, 0.0], [-0.1, -0.1, -0.1], [0.1, 0.0, 0.1], [0.1, 0.3, -0.1], [-0.1, -0.2, -0.1], [-0.1, 0.1, -0.1], [0.1, 0.0, 0.1], [0.4, 0.2, 0.0], [0.0, -0.2, -0.1], [0.0, 0.1, 0.2]]
}

No. 3
{
  "formula": "C10H18NO4P",
  "method": "ωB97M-V/def2-TZVPD",
  "smiles": "C=CC[PH](O)(CCCC(=O)OCC)OC#N",
  "homo_ev": -8.9,
  "e_tot_ha": -1088.7767,
  "largest_force_ev_per_a": 4.17,
  "species": ["C", "C", "C", "P", "O", "C", "C", "C", "C", "O", "O", "C", "C", "O", "C", "N", "H", "H", "H", "H", "H", "H", "H", "H", "H", "H", "H", "H", "H", "H", "H", "H", "H", "H"],
  "coordinates": [[-3.279, -0.912, 2.591], [-3.313, -1.657, 1.439], [-2.766, -1.186, 0.073], [-0.933, -1.439, -0.164], [-0.507, -0.723, 1.342], [-0.015, -0.018, -1.002], [1.494, -0.338, -1.274], [2.375, -0.435, 0.028], [2.589, 0.912, 0.772], [3.685, 1.132, 1.198], [1.594, 1.853, 1.015], [1.871, 3.089, 0.331], [0.878, 3.324, -0.876], [-1.196, -2.135, -1.793], [-0.439, -3.212, -1.958], [0.353, -3.910, -2.392], [-2.827, -1.399, 3.479], [-3.637, 0.140, 2.606], [-3.809, -2.658, 1.478], [-3.277, -1.798, -0.715], [-3.084, -0.128, -0.131], [-0.288, -2.653, 0.231], [-0.279, -1.412, 1.990], [-0.508, 0.088, -2.002], [-0.189, 0.904, -0.415], [1.900, 0.521, -1.872], [1.652, -1.267, -1.873], [2.019, -1.224, 0.735], [3.385, -0.774, -0.310], [2.905, 3.132, -0.087], [1.775, 3.982, 0.997], [-0.150, 3.015, -0.561], [1.195, 2.769, -1.792], [0.827, 4.418, -1.087]],
  "forces_ev_per_angstrom": [[0.0, -0.6, -1.0], [0.1, 0.5, 0.2], [-2.6, -0.6, -0.4], [0.7, 2.8, 1.5], [0.2, -1.1, 0.0], [-0.7, -0.8, -1.0], [0.1, 0.6, 0.8], [-0.5, -0.1, -0.8], [0.6, -0.5, 0.6], [0.4, 0.2, -0.1], [0.2, -0.6, -1.4], [-0.3, 1.5, -1.3], [0.0, -0.1, 0.8], [0.8, -2.8, 0.3], [-1.9, 3.6, -0.9], [1.1, -1.9, 0.0], [-1.8, 0.2, 0.1], [1.7, -0.3, -0.1], [1.8, 0.1, 0.1], [0.5, 0.6, 0.5], [0.9, -0.6, 0.2], [-0.5, 0.3, -0.4], [-0.3, 0.5, -0.1], [0.4, 0.1, 0.8], [0.4, -0.8, -0.2], [-0.3, -0.8, 0.3], [-0.4, 0.7, 0.4], [0.1, 0.8, -0.5], [-0.7, 0.5, 0.5], [-0.6, -0.3, 0.6], [0.0, -1.1, 0.0], [0.8, 0.2, -0.4], [-0.4, 0.4, 0.7], [0.2, -0.8, 0.0]]
}